Density functional theory data (the ωB97M-V functional and the def2-TZVPD basis) for the molecule C6H6ClFOS.

Results
LUMO: 0.4 eV
E: -34436.2213 eV
Frontier orbital gap: 0.3341 Ha
Net charge: 0

Each line ends with the Mulliken charge.
CARTESIAN COORDINATES (ANGSTROEM)
C  -0.11200  0.51695  3.19041  0.51
C  -0.85684  1.43908  3.77848  -0.66
C  0.48365  -0.22819  -3.50560  0.31
C  0.32868  0.31625  -2.00250  -0.21
C  0.30505  -0.76407  -0.87213  -0.63
C  0.12814  -1.40333  0.17998  -0.09
H  -0.46748  1.99829  4.60351  0.29
H  -1.86469  1.54962  3.44844  0.25
H  0.23697  -2.05206  -2.75451  0.35
H  1.18018  0.99552  -1.79451  0.30
H  -0.77525  0.85589  -2.12913  0.26
H  0.14225  -2.24799  0.84164  0.50
O  0.16312  -1.47266  -3.61571  -0.45
F  1.16412  0.29283  3.51669  -0.22
S  0.59169  0.65012  -4.79011  -0.34
Cl  -0.64760  -0.44625  1.90504  -0.15